Density functional theory data (ωB97M-V/def2-TZVPD) for one molecule with the formula C5H10NOP in a non-equilibrium geometry.

Results
E_LUMO ... 0.0189 Eh
Multiplicity ... 1
Highest occupied orbital energy ... -9.4794 eV
E ... -18172.1168 eV
SMILES ... C[C@@H]1N(P=O)C1(C)C
Largest force on an atom ... 5.15 eV/A

```
18
Properties=species:S:1:pos:R:3:forces:R:3
C 0.658 2.068 0.252 -2.3 0.2 -3.1
C 0.112 0.909 -0.584 0.1 0.4 2.0
N -1.116 0.278 -0.303 -2.0 -0.7 0.8
P -2.796 0.363 -0.075 1.9 -0.4 -0.2
O -3.220 -0.982 0.357 -0.3 0.0 0.1
C 0.117 -0.527 -0.109 -0.9 2.5 -0.2
C 0.487 -0.616 1.349 1.3 -0.4 -1.4
C 0.424 -1.570 -1.131 -3.9 -3.3 0.6
H 1.619 2.254 -0.072 2.7 -0.2 0.1
H 0.481 1.833 1.244 0.1 0.3 2.0
H 0.230 3.026 -0.117 -0.6 -0.6 0.7
H 0.190 0.954 -1.590 0.9 0.7 -3.2
H -0.130 0.040 1.942 0.6 0.8 0.1
H 1.628 -0.579 1.391 -1.7 0.0 0.7
H 0.054 -1.521 1.611 0.1 -2.3 1.1
H 0.123 -2.650 -0.799 0.5 1.8 0.3
H 1.418 -1.694 -1.359 2.4 0.3 -0.9
H -0.279 -1.585 -2.007 1.0 1.0 0.5
```
Forces are in eV/Å.